No. 1
Computed, not measured: a cluster of 10 separate species, C5H32N2O9S in total, with the ωB97M-V functional and the def2-TZVPD basis.

The geometry in XYZ format:
```
49
Properties=species:S:1:pos:R:3
S -2.405 -1.260 1.813
O 1.279 1.765 4.051
O 2.700 3.310 2.389
O 3.347 1.125 0.972
O 2.369 -0.496 3.041
O -2.509 -2.299 -2.463
O -2.014 -0.324 -4.345
O -0.170 -2.571 -0.449
O -3.996 0.076 -2.430
O 1.107 -2.762 2.026
N 0.433 0.039 -0.867
N -2.559 1.700 0.672
C -1.227 1.084 0.704
C -0.912 0.616 -0.714
C 0.944 0.188 -2.232
C 2.308 -0.464 -2.362
C -1.107 0.013 1.784
H -3.481 0.183 -3.257
H -1.176 0.467 2.775
H -2.343 -0.647 -5.182
H 2.673 -0.325 -3.374
H 0.209 -0.252 -2.903
H -1.067 1.468 -1.379
H -3.168 -1.634 -2.151
H 2.205 2.824 3.085
H 3.028 -0.020 -1.672
H 1.928 -1.298 2.683
H -1.994 -1.114 -3.743
H 2.106 3.974 2.019
H -3.263 1.084 1.075
H -2.597 2.568 1.186
H 4.291 1.145 0.796
H 1.658 0.890 3.744
H -1.623 -0.150 -1.011
H 0.349 -3.186 -0.993
H -3.799 0.843 -1.877
H 0.453 -3.163 2.604
H 0.158 -1.632 -0.657
H -1.844 -2.336 -1.740
H 3.144 1.973 1.431
H 2.269 -1.541 -2.198
H 2.864 -0.067 2.303
H -2.031 -1.965 0.738
H -0.506 1.866 0.961
H -0.142 -0.474 1.740
H 1.084 0.456 -0.222
H 1.006 1.238 -2.541
H 1.385 1.726 5.003
H 0.636 -2.642 1.168
```

The value obtained for the total energy is -1394.6241 Ha. Its SMILES is CCNC[C@@H](N)CS.O.O.O.O.O.O.O.O.O. The largest force on an atom is 0.947 eV Å⁻¹. The net charge is 0. The HOMO energy is -0.339 Ha. The value obtained for the energy above the lowest of the compared OMol25 structures with the same formula, charge and spin is 0.0 kcal per mole. The value obtained for the orbital gap is 9.61 eV.

No. 2
Computed, not measured: a structure of composition C23H54AlO18P3 at a distorted geometry, with the ωB97M-V functional and the def2-TZVPD basis.

The geometry in XYZ format:
```
99
Properties=species:S:1:pos:R:3
P 0.779 3.093 -1.752
P 0.264 -2.199 -2.238
P 1.125 -1.621 2.171
Al -2.034 0.480 0.128
O 2.034 2.556 -2.567
O -1.197 1.676 2.613
O -4.067 1.391 3.778
O 0.925 -1.485 3.750
O 0.544 2.724 3.570
O 0.108 4.093 -2.753
O -4.040 1.887 1.609
O 2.501 -0.925 1.885
O -0.054 1.902 -1.370
O -0.328 -3.679 -2.219
O 1.763 -2.459 -1.688
O -5.919 1.197 2.635
O 0.599 1.877 1.483
O 1.310 3.943 -0.545
O -0.433 -1.118 -1.511
O 0.009 -1.086 1.355
O 1.452 -3.180 1.959
O 0.428 -2.050 -3.810
C 2.060 -1.627 4.608
C -1.400 4.834 -4.383
C -4.617 1.469 2.600
C 2.450 -3.661 -2.112
C -6.782 1.452 1.478
C 2.385 -4.737 -1.050
C 1.086 5.853 1.058
C -0.010 2.097 2.533
C 2.978 -0.286 0.689
C 4.438 -0.692 0.521
C 1.238 -1.039 -4.400
C 2.375 -0.277 5.203
C -4.804 1.154 4.972
C -1.692 -3.872 -2.651
C -0.350 3.767 -4.089
C -8.231 1.533 1.863
C 0.593 0.248 -4.804
C 3.079 1.739 -2.040
C 0.357 -4.106 2.085
C 0.411 4.929 0.058
C -2.216 -5.207 -2.175
C 4.390 1.961 -2.790
C 0.907 -5.495 2.404
H -8.828 1.597 0.956
H -0.754 2.753 -4.095
H -2.030 4.449 -5.192
H -6.622 0.535 0.907
H -8.611 0.728 2.489
H -0.151 2.705 4.257
H 0.375 0.811 -3.892
H 4.205 2.602 -3.647
H 1.416 -5.901 1.531
H -1.719 -3.888 -3.744
H 2.297 -0.493 -0.135
H -0.379 0.046 -5.256
H 2.898 -2.094 4.089
H -6.431 2.385 1.045
H 3.109 -0.322 6.009
H 2.649 0.415 4.405
H 4.722 0.979 -3.133
H 1.523 0.156 5.733
H 0.043 -6.119 2.630
H 4.990 -0.401 1.414
H 4.908 -0.298 -0.379
H 2.743 0.698 -2.068
H 1.163 5.249 1.969
H 0.451 3.759 -4.828
H 1.392 -5.058 -0.724
H 0.609 6.811 1.238
H -0.184 -3.812 2.991
H -0.292 -4.079 1.211
H -0.958 5.773 -4.699
H -5.304 0.187 4.992
H 2.759 -5.728 -1.305
H 3.271 1.919 -0.979
H -2.112 4.877 -3.561
H 5.123 2.250 -2.042
H 1.715 -1.570 -5.235
H -1.925 -6.087 -2.746
H -0.428 4.342 0.444
H 2.134 -3.953 -3.118
H 1.957 -2.294 5.470
H -3.287 -5.244 -1.989
H -1.720 -5.357 -1.209
H -8.342 2.435 2.470
H 1.584 -5.424 3.252
H 1.287 0.773 -5.456
H 4.509 -1.781 0.486
H -4.044 1.063 5.748
H 2.157 6.019 0.929
H 2.929 0.785 0.899
H -5.484 1.939 5.294
H 3.491 -3.431 -2.349
H -0.033 5.461 -0.786
H 2.894 -4.218 -0.236
H 2.173 -0.992 -3.822
H -2.254 -3.008 -2.292
```

The value obtained for the total energy is -3529.1762 Ha. The largest force on an atom is 2.934 eV Å⁻¹. The net charge is +2. The HOMO energy is -0.561 Ha. The value obtained for the energy above the lowest of the compared OMol25 structures with the same formula, charge and spin is 0.0 kcal per mole. The value obtained for the orbital gap is 3.82 eV.

- The highest orbital gap belongs to which entry?
  C5H32N2O9S